[1]
{"formula": "C12H17O7RuS", "method": "ωB97M-V/def2-TZVPD", "multiplicity": 2, "relative_energy_kj_mol": 4.0, "gap_ev": [8.98, 7.68], "homo_energy_ev": [-9.092, -8.823], "e_lumo_ev": [-0.11, -1.14], "symbols": ["Ru", "O", "C", "O", "C", "C", "C", "C", "C", "O", "C", "C", "O", "O", "H", "H", "H", "H", "H", "H", "H", "H", "C", "O", "C", "O", "H", "H", "H", "C", "S", "C", "H", "H", "H", "H", "H", "H"], "xyz": [[0.89197, 0.73190, 0.75400], [2.21025, -2.84965, 1.89578], [1.81377, -2.02781, 1.10588], [2.12243, -0.75269, 1.16985], [0.95173, -2.46340, -0.07570], [1.19580, -1.63175, -1.34668], [0.64267, -2.35552, -2.57102], [-0.88340, -2.20963, -2.34954], [-0.92927, -1.37985, -1.06500], [0.24558, -0.54388, -1.18269], [-0.58240, -2.24181, 0.15038], [-0.96962, -1.50434, 1.43587], [-1.54923, -2.07658, 2.32628], [-0.70894, -0.21161, 1.46594], [1.16664, -3.51821, -0.23194], [2.19866, -1.22502, -1.43918], [0.96006, -1.85258, -3.48359], [0.97671, -3.39038, -2.61952], [-1.36108, -1.68447, -3.17574], [-1.39049, -3.16435, -2.21911], [-1.80771, -0.75128, -0.93594], [-1.12316, -3.18483, 0.15501], [0.03765, 2.60280, 3.53922], [1.32145, 2.82119, 2.91812], [1.63061, 2.00863, 1.94246], [2.71450, 1.97742, 1.36244], [0.19241, 2.68083, 4.61119], [-0.34807, 1.61532, 3.28724], [-0.64771, 3.38334, 3.21482], [-1.50616, 3.03572, 0.22563], [0.10459, 2.60428, -0.48498], [-0.45760, 2.10207, -2.12201], [-1.99943, 2.14299, 0.60535], [-2.10778, 3.50575, -0.54944], [-1.34679, 3.75053, 1.02856], [-0.95670, 2.96488, -2.55921], [-1.12010, 1.24476, -2.07029], [0.41817, 1.84724, -2.71243]]}



[2]
{"formula": "C17H20I2NO5Ti", "method": "ωB97M-V/def2-TZVPD", "multiplicity": 1, "relative_energy_kj_mol": 102.2, "gap_ev": 5.23, "homo_energy_ev": -16.616, "total_charge": 3, "e_lumo_ev": -11.39, "symbols": ["Ti", "C", "C", "O", "C", "C", "O", "C", "C", "O", "C", "C", "O", "H", "H", "H", "H", "H", "H", "H", "H", "H", "H", "H", "H", "H", "H", "H", "H", "I", "C", "C", "C", "I", "C", "C", "C", "C", "N", "C", "C", "O", "H", "H", "H", "H"], "xyz": [[0.03486, -0.27965, 0.47102], [0.90582, 1.52052, 2.57361], [1.70758, 0.22834, 2.77725], [1.79321, -0.45555, 1.50143], [2.25934, -1.81855, 1.63128], [1.14579, -2.73323, 1.08400], [-0.07509, -2.03992, 1.39285], [-1.27772, -2.73027, 1.00604], [-2.42581, -1.73139, 1.22437], [-1.93576, -0.40690, 0.90533], [-2.44721, 0.64920, 1.74278], [-1.42501, 1.79083, 1.65374], [-0.15590, 1.12502, 1.69658], [1.51000, 2.31233, 2.11051], [0.52521, 1.89558, 3.53332], [1.19113, -0.42047, 3.50628], [2.72045, 0.45169, 3.13983], [2.46168, -2.04729, 2.68597], [3.18499, -1.93767, 1.05305], [1.15151, -3.72047, 1.56830], [1.23317, -2.85801, -0.01127], [-1.42182, -3.62198, 1.63216], [-1.20160, -3.03373, -0.04879], [-2.74734, -1.75436, 2.27399], [-3.28396, -1.97663, 0.58371], [-2.53343, 0.29004, 2.78053], [-3.43442, 0.97508, 1.38877], [-1.54736, 2.50260, 2.47813], [-1.51672, 2.33032, 0.69437], [-1.79600, -2.93758, -3.21580], [-0.86620, -1.05711, -3.32624], [-0.78649, -0.30407, -4.50167], [-0.16563, 0.93524, -4.53735], [-0.04857, 1.96072, -6.37028], [0.39534, 1.50591, -3.34619], [1.09317, 2.71877, -3.23251], [1.64919, 3.06349, -2.01347], [1.47735, 2.25076, -0.89689], [0.77118, 1.11801, -0.93099], [0.27975, 0.74491, -2.15483], [-0.31254, -0.54089, -2.15601], [-0.22989, -1.14732, -0.98515], [-1.21398, -0.70261, -5.41124], [1.19911, 3.38258, -4.07943], [2.22586, 3.96884, -1.91591], [1.93275, 2.53488, 0.04483]]}



[3]
{"formula": "C14H20F3N3O3", "method": "ωB97M-V/def2-TZVPD", "multiplicity": 1, "relative_energy_kj_mol": 277.4, "gap_ev": 9.19, "homo_energy_ev": -8.638, "e_lumo_ev": 0.55, "symbols": ["O", "F", "F", "F", "N", "O", "O", "C", "C", "C", "C", "N", "N", "C", "C", "C", "C", "C", "C", "C", "C", "C", "C", "H", "H", "H", "H", "H", "H", "H", "H", "H", "H", "H", "H", "H", "H", "H", "H", "H", "H", "H", "H"], "xyz": [[0.37668, 0.04814, 1.52257], [-6.01733, -2.85129, 4.65597], [-4.31797, -4.29757, 4.47136], [-5.62825, -3.65573, 2.64896], [3.82176, 2.40180, -1.58288], [0.16413, -2.00113, 0.54459], [-2.91114, -2.72506, 2.53170], [0.53472, -0.66474, 0.57396], [4.41176, 2.32812, -2.78161], [2.83774, 0.66225, -2.69240], [2.77940, 1.44517, -1.59461], [3.78338, 1.21499, -3.43044], [1.00488, -0.09056, -0.59356], [0.92779, 3.70847, 0.04098], [-0.42444, 2.24941, -1.63508], [-5.01329, -3.32450, 3.84897], [-3.98665, -2.24617, 3.47300], [-0.58970, -2.48148, 1.71278], [-1.96873, -1.73558, 2.03884], [1.84110, -0.41540, -2.98547], [1.10931, -0.98434, -1.85517], [1.67522, 1.26506, -0.52421], [0.46063, 2.30730, -0.39173], [5.25190, 2.91254, -3.16926], [4.25382, 0.82021, -4.21554], [1.63471, 4.10192, -0.66705], [0.14232, 4.44592, 0.04160], [1.41689, 3.58985, 1.04550], [-1.17487, 3.03382, -1.40735], [-0.86681, 1.25143, -1.95988], [0.11066, 2.55325, -2.53856], [-3.58056, -1.90056, 4.31783], [-4.41983, -1.42000, 2.79850], [0.11742, -2.67159, 2.55331], [-0.79976, -3.51831, 1.22109], [-2.34991, -1.01731, 1.25916], [-1.89368, -1.10578, 2.93145], [2.45103, -1.14709, -3.45981], [1.12397, -0.09364, -3.79825], [0.11202, -1.28367, -2.18185], [1.71110, -1.91703, -1.66041], [2.13418, 1.28606, 0.51952], [-0.24558, 1.92283, 0.37349]]}



[4]
{"formula": "C44H38F6KN8O7PS3", "method": "ωB97M-V/def2-TZVPD", "multiplicity": 1, "relative_energy_kj_mol": 70.0, "gap_ev": 6.59, "homo_energy_ev": -2.798, "total_charge": -2, "e_lumo_ev": 3.79, "symbols": ["K", "C", "C", "C", "C", "N", "C", "N", "C", "N", "C", "N", "C", "C", "C", "C", "C", "N", "C", "C", "C", "C", "C", "C", "H", "H", "H", "H", "H", "H", "H", "H", "H", "H", "H", "H", "O", "S", "O", "O", "C", "C", "C", "C", "C", "C", "P", "C", "C", "C", "C", "C", "C", "C", "C", "C", "C", "C", "C", "H", "H", "H", "H", "H", "H", "H", "H", "H", "H", "H", "H", "H", "H", "C", "C", "N", "C", "C", "N", "C", "C", "H", "H", "H", "H", "H", "H", "H", "H", "H", "H", "H", "H", "F", "C", "F", "F", "S", "O", "O", "N", "S", "O", "O", "C", "F", "F", "F"], "xyz": [[0.55750, -0.45792, 0.53122], [-1.23185, -4.30686, 1.91023], [-1.73373, -4.82457, 0.72018], [-1.03725, -4.61548, -0.44941], [0.15543, -3.86762, -0.41164], [0.59084, -3.30429, 0.71797], [-0.08324, -3.54595, 1.84410], [0.97412, -3.87912, -1.51883], [1.43662, -2.87976, -2.17127], [1.11889, -1.54500, -2.15604], [1.82483, -0.95127, -3.13542], [1.85290, 0.27403, -3.59594], [0.92045, 1.24951, -3.36054], [1.35875, 2.57154, -3.63009], [0.47285, 3.61874, -3.56773], [-0.85456, 3.35823, -3.23446], [-1.19628, 2.04021, -2.98539], [-0.35770, 1.00880, -3.03390], [2.75050, -1.92252, -3.78929], [3.70651, -1.78983, -4.77839], [4.38869, -2.93732, -5.16702], [4.11020, -4.17151, -4.58428], [3.14457, -4.29342, -3.59125], [2.47768, -3.14542, -3.21023], [-1.74457, -4.42562, 2.85406], [-2.66077, -5.38625, 0.70942], [-1.35883, -5.02481, -1.39774], [0.30905, -3.07393, 2.73855], [2.39792, 2.71383, -3.89385], [0.80631, 4.63086, -3.76972], [-1.59621, 4.14198, -3.15914], [-2.22377, 1.78949, -2.73623], [3.90762, -0.82058, -5.21641], [5.15719, -2.87654, -5.92972], [4.66667, -5.04415, -4.90801], [2.91615, -5.23816, -3.11442], [-2.28872, -1.33491, 1.14730], [-2.12241, -0.62733, 2.40841], [-2.14450, -1.45792, 3.59597], [-1.01062, 0.31791, 2.35292], [-3.59881, 0.40353, 2.57424], [-4.30834, 0.29552, 3.76841], [-5.45840, 1.03173, 3.98390], [-5.92280, 1.88504, 2.99166], [-5.22048, 1.99081, 1.80399], [-4.04435, 1.26014, 1.57532], [-3.14146, 1.41986, -0.02214], [-3.68067, 3.09099, -0.51181], [-4.35732, 3.38591, -1.69193], [-4.58239, 4.70579, -2.06960], [-4.12918, 5.74974, -1.28010], [-3.44100, 5.46676, -0.10525], [-3.21630, 4.15402, 0.26942], [-4.08220, 0.28592, -1.10375], [-3.32007, -0.65669, -1.79202], [-3.93813, -1.57611, -2.63202], [-5.31416, -1.55644, -2.78835], [-6.08125, -0.62029, -2.10365], [-5.46765, 0.29424, -1.26448], [-3.92805, -0.38607, 4.51705], [-5.99028, 0.93370, 4.92299], [-6.82559, 2.46660, 3.13787], [-5.58105, 2.66503, 1.03787], [-4.71078, 2.58646, -2.33234], [-5.11214, 4.90991, -2.99290], [-4.29850, 6.77675, -1.57981], [-3.06409, 6.27075, 0.51554], [-2.66560, 3.94591, 1.18139], [-2.24260, -0.67277, -1.67311], [-3.33183, -2.30445, -3.15528], [-5.79656, -2.27279, -3.44330], [-7.15886, -0.61179, -2.22093], [-6.06586, 1.01280, -0.71467], [0.48970, 2.90834, 2.24440], [0.57311, 4.45636, 2.26125], [1.34640, 4.94563, 1.11587], [0.64945, 4.55210, -0.11469], [0.40781, 3.02178, -0.13169], [1.07989, 2.39086, 1.00466], [2.50151, 2.75484, 0.97361], [2.65804, 4.28697, 1.13841], [-0.53727, 2.55390, 2.30962], [1.02881, 2.46389, 3.08408], [1.04625, 4.82248, 3.17710], [-0.42278, 4.90879, 2.20596], [1.26427, 4.86361, -0.96359], [-0.29434, 5.10232, -0.17366], [0.78897, 2.57450, -1.04919], [-0.65461, 2.78180, -0.06969], [2.90920, 2.41253, 0.02072], [3.02310, 2.20502, 1.75812], [3.26992, 4.71358, 0.33867], [3.14018, 4.53448, 2.08816], [6.02751, -0.50327, -0.99434], [5.58803, -0.16129, 0.21868], [5.32264, 1.14071, 0.19991], [6.58780, -0.36365, 1.08365], [4.08208, -1.18995, 0.66156], [3.00161, -0.26120, 0.49668], [4.15348, -2.31531, -0.21176], [4.33427, -1.66390, 2.13080], [4.36543, -0.71467, 3.37567], [5.21836, -1.23956, 4.40130], [4.45320, 0.68835, 3.08098], [2.65525, -0.95605, 4.03720], [2.50792, -0.29208, 5.19196], [2.41031, -2.24341, 4.27310], [1.74845, -0.49568, 3.17797]]}